[1]
10 unconnected molecules or ions with the total composition C75H169N9O in a non-equilibrium geometry. Source: the OMol25 dataset; level of theory: ωB97M-V with the def2-TZVPD basis set.

Properties
HOMO energy: -15.70 eV
maximum force: 3.13 eV/A
total charge: +8
total energy: -3523.7405 Eh
multiplicity: 1
Kohn-Sham gap: 4.6108 eV

Element x y z (Å)
C1 -1.21553 0.76981 1.32802
C2 -0.96235 2.22224 0.75840
C3 -0.29133 2.18247 -0.68216
O1 -2.18262 2.96660 0.85438
H1 -1.42000 0.87611 2.39338
H2 -0.43451 0.02206 1.19024
H3 -2.16451 0.39605 0.94352
H4 -0.21430 2.59377 1.45875
H5 -1.02285 1.77131 -1.37781
H6 0.53044 1.46846 -0.62748
H7 -0.00557 3.19572 -0.96461
C4 -1.50736 -6.09812 -1.45194
C5 -1.16250 -7.27115 -2.32288
C6 -1.11166 -8.59182 -1.52901
N1 -0.72840 -9.89187 -2.37595
C7 -1.80964 -10.34611 -3.27588
C8 -0.28766 -11.13225 -1.54678
C9 0.85332 -11.81977 -2.30425
C10 1.39022 -10.83970 -3.30569
C11 0.59299 -9.60366 -3.17429
H8 -0.62006 -5.97220 -0.83151
H9 -2.36464 -6.19507 -0.78578
H10 -1.64915 -5.15355 -1.97709
H11 -0.26074 -7.15407 -2.92390
H12 -1.98721 -7.33337 -3.03287
H13 -2.02111 -8.69784 -0.93759
H14 -0.34841 -8.54853 -0.75205
H15 -2.62385 -10.71031 -2.64937
H16 -1.49776 -11.20330 -3.87258
H17 -2.12755 -9.46748 -3.83718
H18 -1.11467 -11.80434 -1.31776
H19 0.08348 -10.70755 -0.61404
H20 0.30586 -12.65036 -2.74981
H21 1.65035 -12.30228 -1.73855
H22 1.49099 -11.39886 -4.23590
H23 2.39666 -10.68217 -2.91793
H24 0.33133 -9.14079 -4.12580
H25 1.17456 -8.88070 -2.60228
C12 0.92054 1.45121 -12.55491
C13 0.91005 2.11311 -11.16209
C14 1.61176 1.20100 -10.19955
N2 1.69588 1.80911 -8.76387
C15 0.26661 2.15105 -8.23502
C16 2.46257 3.06610 -8.75853
C17 3.32787 3.01937 -7.49271
C18 2.89888 1.73240 -6.72077
C19 2.34151 0.76298 -7.82439
H26 0.28250 2.01001 -13.23957
H27 0.59936 0.41443 -12.45485
H28 1.92597 1.52823 -12.96880
H29 -0.14627 2.19939 -10.90747
H30 1.29128 3.12111 -11.32546
H31 2.67299 1.11647 -10.43354
H32 1.29010 0.16059 -10.15294
H33 -0.39102 1.29319 -8.37530
H34 -0.02607 2.98343 -8.87501
H35 0.37395 2.53550 -7.22073
H36 1.82070 3.94683 -8.77917
H37 3.02293 3.18390 -9.68601
H38 3.36721 3.96189 -6.94662
H39 4.35756 2.91575 -7.83491
H40 2.15872 1.99675 -5.96553
H41 3.80438 1.27385 -6.32342
H42 1.60710 0.01728 -7.51994
H43 3.18729 0.27093 -8.30462
C20 -7.29687 8.98444 -1.92369
C21 -5.88121 9.36592 -2.31200
C22 -4.86564 8.76846 -1.29393
N3 -3.40694 9.22610 -1.49662
C23 -2.72871 8.17280 -2.45415
C24 -3.08873 10.66794 -1.91852
C25 -3.17721 11.53224 -0.54974
C26 -2.97025 10.48295 0.55716
C27 -2.57655 9.23864 -0.16825
H44 -7.51547 7.96135 -2.22965
H45 -7.96830 9.69472 -2.40617
H46 -7.58033 9.14250 -0.88313
H47 -5.83359 10.45422 -2.34991
H48 -5.64805 9.00973 -3.31543
H49 -4.90886 7.68200 -1.21749
H50 -5.17743 9.14835 -0.32101
H51 -1.70775 8.50403 -2.64398
H52 -3.28328 8.05776 -3.38545
H53 -2.80705 7.21488 -1.94001
H54 -2.10962 10.61638 -2.39475
H55 -3.70694 11.05515 -2.72845
H56 -2.36651 12.25906 -0.49891
H57 -4.11166 12.08667 -0.46310
H58 -2.32262 10.78083 1.38175
H59 -3.97040 10.31128 0.95505
H60 -1.51652 9.28882 -0.41706
H61 -2.74514 8.27554 0.31353
C28 7.98222 4.84267 4.54144
C29 7.13766 4.13944 3.53100
C30 7.79680 3.63504 2.26621
N4 7.35692 2.29454 1.56578
C31 8.02098 2.21865 0.13554
C32 5.85098 2.27800 1.35472
C33 5.34618 1.01091 1.97736
C34 6.53187 0.08421 2.11654
C35 7.66158 1.04314 2.47444
H62 8.36937 5.79329 4.17466
H63 8.83300 4.17804 4.69164
H64 7.40314 4.91267 5.46223
H65 6.38036 4.84887 3.19739
H66 6.64748 3.26961 3.96828
H67 8.86703 3.54209 2.45075
H68 7.77848 4.43880 1.53017
H69 9.07077 2.01752 0.34904
H70 7.81935 3.21365 -0.26122
H71 7.48226 1.42800 -0.38672
H72 5.61124 2.40866 0.29947
H73 5.46698 3.16759 1.85400
H74 4.49732 0.54741 1.47465
H75 5.00814 1.39320 2.94052
H76 6.83540 -0.49134 1.24206
H77 6.30883 -0.64197 2.89821
H78 8.63814 0.66485 2.17224
H79 7.67172 1.36596 3.51549
C36 2.12619 10.00052 4.46335
C37 1.40694 9.23602 5.58131
C38 1.67545 7.66938 5.43992
N5 0.93531 6.81264 6.48099
C39 1.27043 7.26784 7.86746
C40 -0.55142 6.74646 6.25156
C41 -0.81580 5.21679 6.67582
C42 0.47838 4.33060 6.76275
C43 1.51245 5.34468 6.25324
H80 3.19739 9.81822 4.54946
H81 2.01616 11.07867 4.57995
H82 1.91760 9.80997 3.41060
H83 0.34241 9.46804 5.61347
H84 1.79350 9.67231 6.50235
H85 2.70217 7.30528 5.47706
H86 1.17254 7.28568 4.55225
H87 0.97140 6.55938 8.63997
H88 0.72023 8.19518 8.02696
H89 2.34813 7.41756 7.93266
H90 -1.04745 7.57579 6.75579
H91 -0.84386 6.82377 5.20437
H92 -1.23487 5.31064 7.67765
H93 -1.42859 4.58722 6.03065
H94 0.56850 4.01402 7.80186
H95 0.49059 3.35650 6.27378
H96 2.58283 5.26506 6.44313
H97 1.28158 5.38009 5.18856
C44 -5.97369 -2.75760 6.00638
C45 -6.28393 -1.47407 5.32653
C46 -6.90377 -0.45685 6.32127
N6 -7.56874 0.74357 5.59549
C47 -8.87552 0.21122 4.98189
C48 -6.71570 1.45823 4.49901
C49 -7.32162 2.94092 4.44234
C50 -8.05608 3.20247 5.74578
C51 -7.82172 1.90904 6.56678
H98 -6.77872 -3.18926 6.60110
H99 -5.21418 -2.66841 6.78309
H100 -5.64549 -3.52405 5.30428
H101 -7.00940 -1.69389 4.54328
H102 -5.35978 -1.04018 4.94472
H103 -5.99583 -0.03439 6.75169
H104 -7.58588 -0.75712 7.11668
H105 -8.70710 -0.29379 4.03073
H106 -9.53443 1.06757 4.83839
H107 -9.29722 -0.55687 5.63021
H108 -6.84136 0.97496 3.53011
H109 -5.67826 1.34467 4.81354
H110 -7.89274 2.96583 3.51427
H111 -6.45314 3.59956 4.43705
H112 -9.12480 3.27028 5.54242
H113 -7.65427 4.09681 6.22203
H114 -8.68973 1.74284 7.20477
H115 -6.93842 2.08779 7.17992
C52 -6.76237 -4.00324 -4.92186
C53 -6.27787 -2.61102 -4.41147
C54 -7.42891 -1.58100 -4.64417
N7 -7.07581 -0.23279 -4.03070
C55 -5.70321 0.26947 -4.57233
C56 -7.17352 -0.12607 -2.48140
C57 -7.62315 1.32132 -2.13275
C58 -8.05788 1.97111 -3.45012
C59 -8.23550 0.72925 -4.33946
H116 -5.97091 -4.72764 -4.72969
H117 -6.89303 -3.99227 -6.00395
H118 -7.73170 -4.24538 -4.48612
H119 -5.26424 -2.36267 -4.72608
H120 -6.22758 -2.73208 -3.32938
H121 -8.32793 -1.85688 -4.09303
H122 -7.55064 -1.29119 -5.68786
H123 -5.26916 1.08821 -3.99843
H124 -5.76006 0.34348 -5.65833
H125 -5.00897 -0.50204 -4.23929
H126 -6.24537 -0.50522 -2.05375
H127 -7.96101 -0.82340 -2.19558
H128 -6.80301 1.81797 -1.61428
H129 -8.45489 1.18510 -1.44155
H130 -7.31510 2.60141 -3.93909
H131 -9.01087 2.47263 -3.28160
H132 -8.20196 0.98014 -5.39967
H133 -9.12567 0.17512 -4.04175
C60 4.77095 -3.61283 -3.40535
C61 5.16768 -4.54145 -4.54824
C62 6.31365 -5.46301 -4.17389
N8 7.08163 -5.92931 -5.46274
C63 6.06314 -6.74276 -6.32275
C64 7.80134 -4.82003 -6.21758
C65 9.31722 -5.07007 -6.34231
C66 9.32928 -6.61073 -6.20181
C67 8.23168 -6.87227 -5.14893
H134 3.89101 -3.00310 -3.61035
H135 5.55985 -2.88022 -3.23502
H136 4.60991 -4.20330 -2.50340
H137 5.42587 -3.85982 -5.35869
H138 4.30248 -5.11356 -4.88323
H139 6.08809 -6.38232 -3.63344
H140 7.18060 -4.97570 -3.72776
H141 5.27117 -6.07810 -6.66789
H142 5.70419 -7.61050 -5.76932
H143 6.58366 -7.05143 -7.22933
H144 7.34832 -4.90883 -7.20499
H145 7.62539 -3.81276 -5.84003
H146 9.82339 -4.86832 -7.28633
H147 9.83376 -4.61372 -5.49789
H148 9.04236 -7.00166 -7.17800
H149 10.21338 -7.13934 -5.84539
H150 7.80756 -7.87520 -5.19757
H151 8.56115 -6.75620 -4.11642
C68 4.15074 -9.22891 10.10764
C69 3.10724 -8.32658 9.39017
C70 3.45999 -6.90032 8.79696
N9 2.19872 -6.37286 7.94515
C71 0.83070 -6.31030 8.69298
C72 2.09206 -7.14362 6.56698
C73 1.57385 -6.08364 5.53901
C74 1.76840 -4.78714 6.21449
C75 2.63202 -5.01053 7.49412
H152 5.14913 -9.18601 9.67235
H153 3.86130 -10.25470 10.33585
H154 4.28990 -8.79244 11.09669
H155 2.30367 -8.21360 10.11791
H156 2.73775 -8.86559 8.51780
H157 4.32122 -6.86241 8.12992
H158 3.60932 -6.31440 9.70388
H159 0.17168 -6.12636 7.84448
H160 0.99089 -5.44471 9.33579
H161 0.55247 -7.22718 9.21262
H162 1.42198 -7.99805 6.66214
H163 3.09599 -7.52310 6.37667
H164 0.52556 -6.26141 5.29904
H165 2.21605 -6.13068 4.65955
H166 0.95790 -4.08196 6.39861
H167 2.25391 -4.25536 5.39620
H168 2.47327 -4.32130 8.32349
H169 3.69886 -4.95097 7.27866

---

[2]
A molecular structure, C76H100N3O5P2Tl in a non-equilibrium geometry. Source: the OMol25 dataset; level of theory: ωB97M-V with the def2-TZVPD basis set.

Properties
HOMO energy: -1.35 eV
maximum force: 1.98 eV/A
total charge: -2
total energy: -4351.8233 Eh
multiplicity: 1
Kohn-Sham gap: 4.6598 eV

Element x y z (Å)
Tl1 0.04205 -0.50914 0.20724
C1 -3.72483 -6.92853 -1.59589
C2 -2.45887 -6.83934 -2.45003
C3 -2.84470 -7.11219 -3.91174
C4 -1.48958 -7.93233 -1.96881
C5 -1.77596 -5.47774 -2.32699
C6 -2.29983 -4.41373 -1.59575
C7 -1.60450 -3.22926 -1.41074
C8 -2.23833 -2.13368 -0.57889
N1 -2.13476 -0.75937 -1.07780
C9 -3.09118 0.05702 -0.35851
C10 -3.10125 1.56663 -0.63593
N2 -1.88840 2.33619 -0.40311
C11 -1.42511 3.14870 -1.49170
C12 -0.21627 2.52991 -2.25041
N3 -0.27722 1.05593 -2.42442
C13 -1.50472 0.64545 -3.07898
C14 -2.13736 -0.63409 -2.51758
C15 0.89031 0.51927 -3.16471
C16 2.26428 0.99303 -2.83085
C17 2.96997 1.76780 -3.73811
C18 4.33646 1.99871 -3.62298
C19 4.99252 1.33401 -2.58453
C20 4.35939 0.52447 -1.65756
C21 2.92370 0.41054 -1.68824
O1 2.28835 -0.20586 -0.75495
C22 5.18772 -0.15002 -0.54916
C23 4.63893 -1.51936 -0.11542
C24 6.63740 -0.38417 -1.00401
C25 5.17466 0.78587 0.66863
C26 5.14807 2.82005 -4.62396
C27 6.08393 1.88619 -5.41036
C28 4.25298 3.55548 -5.62292
C29 6.00096 3.87001 -3.89457
C30 -1.92871 2.94691 0.95803
C31 -1.06428 4.16628 1.29021
C32 -1.74674 5.31054 1.69201
C33 -1.10490 6.49224 2.03172
C34 0.28456 6.50267 1.90435
C35 1.03042 5.40337 1.53977
C36 0.36851 4.14691 1.26763
O2 1.01916 3.09435 1.03229
C37 2.55722 5.46455 1.47453
C38 3.08872 6.88609 1.68135
C39 3.13515 4.56810 2.58429
C40 3.07152 4.96723 0.11258
C41 -1.83461 7.73812 2.53149
C42 -3.32148 7.47317 2.77946
C43 -1.21567 8.21031 3.85765
C44 -1.71700 8.86808 1.49641
C45 -0.26399 -3.07562 -1.89501
O3 0.42567 -2.06895 -1.55912
C46 0.21056 -4.10314 -2.79820
C47 -0.54834 -5.24891 -2.96472
C48 1.48075 -3.87596 -3.64139
C49 2.68335 -3.37822 -2.81575
C50 1.93787 -5.15010 -4.36366
C51 1.12755 -2.82703 -4.70835
H1 -4.13341 -7.94247 -1.63794
H2 -4.49084 -6.23796 -1.95496
H3 -3.50595 -6.69126 -0.55319
H4 -3.32552 -8.09198 -4.01493
H5 -1.96436 -7.09260 -4.55627
H6 -3.53596 -6.34473 -4.26543
H7 -1.95726 -8.92297 -2.00837
H8 -1.18401 -7.72916 -0.94024
H9 -0.59067 -7.95254 -2.58644
H10 -3.28495 -4.49364 -1.14496
H11 -1.79828 -2.13599 0.42935
H12 -3.30526 -2.39983 -0.45604
H13 -2.90899 -0.09255 0.71229
H14 -4.12819 -0.29219 -0.56392
H15 -3.90779 1.96652 0.00436
H16 -3.44744 1.70692 -1.66030
H17 -1.11394 4.11665 -1.09490
H18 -2.22918 3.35957 -2.21065
H19 0.69545 2.76052 -1.69811
H20 -0.15387 3.03928 -3.23351
H21 -1.34890 0.46439 -4.15596
H22 -2.21483 1.46605 -3.03856
H23 -1.57570 -1.47906 -2.90665
H24 -3.16353 -0.70257 -2.93969
H25 0.72493 0.70711 -4.24146
H26 0.89445 -0.56032 -2.99132
H27 2.42103 2.18270 -4.57831
H28 6.06919 1.44733 -2.52043
H29 4.58937 -2.20891 -0.96257
H30 3.63589 -1.41634 0.29005
H31 5.30311 -1.95172 0.64403
H32 6.65171 -0.88498 -1.97502
H33 7.14894 -1.02716 -0.28198
H34 7.20983 0.54339 -1.07910
H35 4.14713 0.90337 1.01685
H36 5.56191 1.76975 0.39327
H37 5.78851 0.38276 1.48512
H38 5.50150 1.13079 -5.94169
H39 6.76349 1.36579 -4.73367
H40 6.68360 2.44557 -6.13867
H41 3.68091 2.85085 -6.22915
H42 4.86331 4.16510 -6.29583
H43 3.55374 4.21159 -5.10047
H44 6.72903 3.39736 -3.23419
H45 5.36475 4.51677 -3.28731
H46 6.54810 4.48968 -4.61397
H47 -1.70849 2.13129 1.66304
H48 -2.96693 3.26938 1.15349
H49 -2.83041 5.25607 1.72977
H50 0.79877 7.43445 2.11227
H51 2.87504 7.25240 2.68991
H52 2.65987 7.58239 0.95520
H53 4.17328 6.88640 1.54705
H54 2.77924 4.89965 3.56552
H55 4.23002 4.60782 2.57647
H56 2.81940 3.53765 2.42786
H57 2.63892 5.55416 -0.70348
H58 2.80786 3.92130 -0.02845
H59 4.15990 5.05245 0.06243
H60 -3.45462 6.65415 3.48913
H61 -3.83617 7.21520 1.85196
H62 -3.79668 8.36800 3.19157
H63 -1.20313 7.38951 4.57706
H64 -1.78859 9.04288 4.28042
H65 -0.18784 8.54526 3.71416
H66 -2.17937 8.56405 0.55530
H67 -0.66899 9.09828 1.29773
H68 -2.21198 9.77957 1.85112
H69 -0.17894 -6.02066 -3.63190
H70 3.05028 -4.16942 -2.15536
H71 2.40470 -2.52535 -2.20064
H72 3.50018 -3.08233 -3.48292
H73 2.09491 -5.97302 -3.66089
H74 2.88833 -4.94844 -4.86476
H75 1.22152 -5.46973 -5.12526
H76 0.79038 -1.90701 -4.23193
H77 0.32541 -3.20117 -5.35056
H78 1.99842 -2.59217 -5.32939
O4 -0.11089 -3.04861 2.18217
P1 0.71979 -3.99575 2.95182
C52 2.20603 -3.19890 3.68904
P2 1.92808 -1.39534 3.96745
O5 1.99190 -0.60637 2.72982
C53 3.25094 -0.89760 5.12128
C54 3.08462 -0.60250 6.47053
C55 4.15582 -0.12697 7.21557
C56 5.39525 0.05635 6.62048
C57 5.56135 -0.21462 5.26834
C58 4.49505 -0.68830 4.52281
C59 0.36896 -1.24417 4.86906
C60 0.10170 -1.92243 6.05602
C61 -1.13591 -1.78382 6.66514
C62 -2.11010 -0.99104 6.07123
C63 -1.84326 -0.31317 4.88904
C64 -0.59805 -0.42812 4.28932
C65 1.39266 -5.34344 1.95593
C66 2.13540 -6.39341 2.49736
C67 2.65163 -7.37219 1.66775
C68 2.39894 -7.32374 0.30265
C69 1.64092 -6.29436 -0.23333
C70 1.14230 -5.29244 0.59107
C71 -0.23319 -4.82200 4.25830
C72 -1.61582 -4.72111 4.12266
C73 -2.45818 -5.34437 5.02943
C74 -1.92516 -6.08622 6.07528
C75 -0.54737 -6.20205 6.20616
C76 0.29633 -5.57634 5.30246
H79 2.96211 -3.24082 2.90021
H80 2.56896 -3.71616 4.57911
H81 2.11730 -0.72149 6.93814
H82 4.01648 0.11941 8.26123
H83 6.22427 0.42914 7.20939
H84 6.51898 -0.03971 4.79452
H85 4.59833 -0.86663 3.45756
H86 0.86235 -2.55140 6.50565
H87 -1.34885 -2.31535 7.58469
H88 -3.08752 -0.90971 6.53198
H89 -2.60782 0.30115 4.43014
H90 -0.36049 0.08319 3.36069
H91 2.31754 -6.44348 3.56481
H92 3.24544 -8.17632 2.08640
H93 2.80309 -8.09137 -0.34672
H94 1.43124 -6.25344 -1.29186
H95 0.57200 -4.46557 0.18007
H96 -2.00750 -4.13516 3.29927
H97 -3.53192 -5.25351 4.92363
H98 -2.57888 -6.57307 6.78838
H99 -0.13227 -6.79067 7.01572
H100 1.37028 -5.66753 5.41732